No. 1
90
Properties=species:S:1:pos:R:3:lowdin_charge:R:1 method="wB97M-V/def2-TZVPD" homo_lumo_gap_ev=6.5 multiplicity=1 largest_force_ev_per_a=1.9 energy_ev=-97419.96832 charge=-1 mol_weight_da=576.45 e_homo_ev=-4.6
C 5.4138 -4.9781 1.1898 -0.12
C 4.7591 -4.3079 0.3967 -0.24
Ga 3.1978 -3.3292 -0.5885 0.27
O 1.8876 -2.7719 0.6884 -0.35
C 4.0121 -1.7324 -1.5861 -0.29
C 3.0376 -1.0079 -2.6038 -0.30
C 1.5712 -0.7870 -2.0713 -0.25
C 1.4204 0.5084 -1.1334 -0.18
C -0.1577 0.6275 -0.8603 -0.20
C -0.5938 -0.0237 0.5102 -0.20
C -2.1534 0.1598 0.8056 -0.20
C -3.0572 -0.1720 -0.4676 -0.22
C -4.3344 -1.0179 -0.0306 -0.16
C -4.9428 -1.7787 -1.2954 -0.21
O -5.8276 -2.8086 -0.7735 -0.25
C -5.5458 -4.0827 -1.3658 -0.14
H 5.9638 -5.4867 2.0125 -0.01
H 2.4891 -4.3791 -1.5697 -0.07
H 2.2900 -2.0639 1.2226 -0.05
H 4.8736 -2.1479 -2.2049 0.04
H 4.4977 -1.0018 -0.8704 0.02
H 3.4700 0.0332 -2.7800 0.09
H 3.0729 -1.5012 -3.6252 0.09
H 0.9239 -0.5490 -2.9808 0.09
H 1.1007 -1.6860 -1.5887 0.08
H 2.0261 0.4296 -0.1834 0.07
H 1.7161 1.3872 -1.7876 0.10
H -0.7062 0.1410 -1.7241 0.08
H -0.4947 1.7069 -0.8286 0.11
H -0.0646 0.4970 1.3603 0.09
H -0.3840 -1.1306 0.5518 0.11
H -2.3685 1.2192 1.1517 0.10
H -2.5058 -0.5353 1.6255 0.09
H -3.3983 0.8020 -0.9302 0.11
H -2.5054 -0.7951 -1.2160 0.07
H -5.0958 -0.2968 0.3949 0.10
H -4.0502 -1.7994 0.7314 0.11
H -5.4976 -1.0649 -1.9650 0.12
H -4.1250 -2.2800 -1.8927 0.09
H -5.4382 -4.0342 -2.4875 0.09
H -4.6279 -4.5320 -0.8696 0.10
H -6.3903 -4.7976 -1.1299 0.09
C 3.1167 0.4689 2.5263 -0.31
O 2.2843 0.3877 1.6380 -0.02
N 4.3762 0.9350 2.3727 -0.18
C 5.3161 1.0033 3.4766 -0.06
C 4.8013 1.3818 1.0597 -0.03
H 2.8939 0.1557 3.5597 0.14
H 5.6260 2.0419 3.6181 0.04
H 6.1896 0.3900 3.2384 0.09
H 4.8618 0.6362 4.3973 0.09
H 4.1511 2.1954 0.7282 0.09
H 4.7129 0.5558 0.3521 0.07
H 5.8341 1.7277 1.0924 0.08
C -2.5754 -0.9069 -4.4758 -0.32
O -2.8685 -0.5929 -3.3374 0.00
N -1.9107 -2.0345 -4.8245 -0.19
C -1.5932 -2.3458 -6.2022 -0.07
C -1.5026 -2.9608 -3.7801 -0.02
H -2.8373 -0.2723 -5.3396 0.13
H -2.0608 -3.2962 -6.4720 0.09
H -0.5092 -2.4305 -6.3095 0.09
H -1.9582 -1.5658 -6.8708 0.08
H -2.3869 -3.3053 -3.2391 0.08
H -0.8437 -2.4451 -3.0783 0.09
H -0.9814 -3.8145 -4.2109 0.09
C 6.3790 5.0079 4.2667 -0.32
O 6.2349 3.8018 4.1988 0.00
N 7.1270 5.7522 3.4168 -0.20
C 7.2535 7.1883 3.5584 -0.06
C 7.8230 5.0874 2.3297 -0.04
H 5.8929 5.6067 5.0546 0.13
H 6.8833 7.6719 2.6512 0.09
H 8.3063 7.4429 3.7026 0.09
H 6.6796 7.5463 4.4130 0.08
H 7.0958 4.5739 1.6974 0.09
H 8.5102 4.3460 2.7425 0.09
H 8.3788 5.8111 1.7350 0.09
C -7.7082 1.6281 2.2812 -0.35
O -7.7049 1.9963 3.4408 0.01
N -8.4274 0.5865 1.7948 -0.20
C -8.3831 0.2039 0.3969 -0.06
C -9.2682 -0.1686 2.7035 -0.05
H -7.1035 2.1339 1.5104 0.13
H -9.3898 0.2757 -0.0233 0.09
H -8.0261 -0.8263 0.3225 0.09
H -7.7138 0.8534 -0.1671 0.08
H -10.0032 0.5016 3.1551 0.09
H -8.6500 -0.5928 3.4973 0.09
H -9.7805 -0.9689 2.1709 0.08

=====

No. 2
95
Properties=species:S:1:pos:R:3:lowdin_charge:R:1 method="wB97M-V/def2-TZVPD" homo_lumo_gap_ev=7.7 multiplicity=1 largest_force_ev_per_a=3.7 de_lowest_ev=0.415 energy_ev=-56270.30569 mol_weight_da=595.09 e_homo_ev=-7.4
Mg 0.1225 -0.9047 -0.1062 0.58
C -2.0520 4.2451 1.2986 -0.06
N -0.6714 3.9128 1.6649 -0.15
C -0.4610 3.7106 3.1053 -0.04
C 0.3657 4.2030 0.8041 -0.42
N 1.4271 3.4687 0.6850 0.11
C 1.4120 2.0249 1.0942 -0.21
C 2.5189 1.3070 0.3856 -0.11
N 2.3104 -0.2520 0.1798 -0.16
C 2.7797 -1.0175 1.4266 -0.16
C 1.7663 -0.9162 2.5593 -0.20
N 0.4093 -1.1909 2.0782 0.05
C -0.4125 -1.9730 2.7393 -0.37
N -1.7471 -1.7493 2.6967 -0.14
C -2.6684 -2.8466 2.4727 -0.03
C -2.2511 -0.4282 2.5060 -0.03
N 0.0027 -2.9427 3.6532 -0.16
C -0.5845 -3.2904 4.9289 -0.03
C 1.1001 -3.8033 3.3356 -0.09
C 3.1189 -0.6009 -1.0379 -0.19
C 2.3447 -0.3096 -2.3295 -0.20
N 1.1211 -1.0872 -2.2166 0.04
C 0.3306 -0.8637 -3.2217 -0.38
N 0.3889 0.2448 -4.0589 -0.19
C 0.1690 1.5276 -3.5465 -0.08
C 0.3674 0.0295 -5.4816 -0.05
N -0.6145 -1.8343 -3.5538 -0.10
C -0.1247 -3.2265 -3.6474 -0.04
C -1.9193 -1.5498 -4.2270 -0.04
N 0.3137 5.3868 0.0776 -0.15
C 1.4996 5.7363 -0.7284 -0.10
C -0.0626 6.5485 0.8759 -0.07
H -2.6774 3.3805 1.4325 0.08
H -1.9998 4.4697 0.2031 0.11
H -2.4016 5.1376 1.8936 0.09
H -0.9686 4.4765 3.5771 0.05
H 0.6162 3.7914 3.3087 0.10
H -0.7584 2.7733 3.4958 0.06
H 0.4339 1.6172 0.8590 0.09
H 1.5739 1.9829 2.1712 0.09
H 3.3835 1.3895 0.9634 0.09
H 2.7153 1.6818 -0.6474 0.12
H 3.7252 -0.6830 1.8255 0.11
H 2.8817 -2.1101 1.0746 0.12
H 1.7498 0.1086 2.9644 0.11
H 2.0758 -1.5304 3.4002 0.10
H -2.2642 -3.8322 2.6003 0.08
H -3.1344 -2.7087 1.5079 0.08
H -3.5336 -2.7614 3.1665 0.10
H -1.5052 0.2908 2.6307 0.06
H -3.1050 -0.3247 3.1779 0.10
H -2.6486 -0.2822 1.4647 0.09
H -1.2783 -2.4887 5.1333 0.10
H 0.1899 -3.3004 5.5940 0.05
H -0.9739 -4.3222 4.7718 0.11
H 0.8569 -4.8177 2.8870 0.11
H 1.8043 -3.9663 4.1808 0.10
H 1.7192 -3.3730 2.5608 0.04
H 3.4209 -1.6882 -0.9021 0.13
H 4.0556 0.0116 -1.0025 0.12
H 2.9752 -0.6411 -3.1412 0.12
H 2.1703 0.8219 -2.5204 0.12
H 0.3637 1.4770 -2.4816 0.07
H -0.9068 1.7555 -3.6641 0.10
H 0.8473 2.3089 -4.0180 0.12
H 0.7128 -0.9758 -5.6962 0.09
H 1.0425 0.7061 -5.9415 0.07
H -0.6711 0.3050 -5.8969 0.11
H 0.8044 -3.3801 -3.1054 0.08
H -0.0548 -3.4966 -4.6871 0.07
H -0.9177 -3.9152 -3.3185 0.08
H -2.2598 -0.5436 -3.9096 0.09
H -2.6203 -2.3040 -3.8878 0.08
H -1.8277 -1.6505 -5.3613 0.10
H 2.4589 6.0409 -0.2421 0.09
H 1.2431 6.5645 -1.3491 0.06
H 1.8739 4.8674 -1.3244 0.08
H 0.5359 6.5652 1.8253 0.11
H -1.1305 6.5418 1.1054 0.06
H 0.1117 7.4409 0.2985 0.08
N 0.8278 -3.2922 -0.1872 0.02
C -0.4710 -3.9940 -0.2849 -0.15
C -1.6527 -3.1826 -0.8656 -0.61
O -2.5339 -3.7539 -1.5057 -0.02
N -1.5970 -1.8820 -0.5695 -0.02
C -2.7245 -1.0054 -1.0404 -0.11
C -2.1204 0.4224 -1.1797 -0.65
O -2.6730 1.2492 -1.8816 0.01
O -0.9967 0.6534 -0.5760 -0.14
H 1.4620 -3.4760 0.5372 0.02
H 1.2719 -3.1935 -1.1291 0.07
H -0.3290 -4.8411 -0.9349 0.10
H -0.8158 -4.4178 0.6596 0.10
H -3.0496 -1.3423 -2.0525 0.09
H -3.6019 -0.9139 -0.3789 0.11